DFT (wB97M-V/def2-TZVPD) results for a cluster of 13 separate species, C39H104O39S13 in total in a non-equilibrium geometry.

```
195
Properties=species:S:1:pos:R:3:forces:R:3
S -7.569 30.198 5.508 -0.60 -2.02 -1.66
S -9.625 13.621 -2.827 -0.34 1.43 2.27
S -0.225 18.767 -0.218 -2.18 -0.16 0.97
S -8.173 26.589 -11.645 -0.20 -1.21 -1.44
S -20.673 25.181 -2.697 0.70 -0.67 -2.05
S 3.217 25.669 -3.824 1.12 -0.71 0.56
S -11.103 35.507 -6.464 -0.65 0.23 0.56
S -7.626 16.760 3.796 2.81 1.50 -0.70
S -7.636 24.864 -2.199 0.42 2.71 -0.98
S -18.062 34.970 -3.771 0.01 0.08 -0.93
S -13.208 16.737 -8.680 0.68 0.82 -1.01
S -1.418 31.345 -2.908 0.16 0.99 -1.68
S -15.814 28.487 2.961 1.41 2.39 -0.11
O -13.819 17.429 -9.827 0.72 -1.26 1.98
O -11.673 34.187 -6.120 0.87 2.70 -1.16
O -7.675 31.251 4.502 -0.08 -1.51 2.08
O -12.296 36.621 -7.042 1.18 -2.27 1.10
O 4.208 24.553 -4.043 -2.96 3.03 0.41
O -2.801 31.750 -2.721 2.10 0.05 0.39
O -9.505 25.942 -11.912 3.65 2.66 0.74
O -6.844 30.282 6.735 0.02 0.87 0.23
O -8.879 25.217 -3.301 0.91 -1.04 1.45
O 0.470 18.098 1.188 -1.97 4.84 -1.29
O 3.924 27.107 -4.300 -0.99 -1.97 -0.32
O -8.838 12.229 -2.562 -0.34 1.65 -0.45
O -6.925 15.650 3.093 -2.12 2.66 1.48
O -7.574 23.407 -2.123 -0.49 2.50 0.31
O -18.389 34.559 -2.422 0.40 0.26 -1.40
O -0.466 20.245 -0.138 1.40 -4.35 0.25
O -6.828 17.927 4.290 -1.91 -2.76 -1.16
O -10.654 13.639 -1.747 1.83 0.39 -2.84
O -20.867 26.504 -2.126 0.58 -2.11 -0.49
O -8.336 27.804 -10.571 -2.19 -1.89 -0.20
O -15.771 29.521 4.229 -1.24 -2.14 -0.47
O -9.109 29.706 5.878 1.06 1.88 -1.42
O -20.898 24.956 -4.151 -0.04 0.63 3.22
O -16.911 36.137 -3.699 -0.32 -1.38 0.27
O 1.862 25.700 -4.401 2.93 -0.21 1.24
O -16.296 27.215 3.447 0.43 1.47 -0.71
O -8.820 17.348 2.812 0.98 0.02 1.33
O -19.133 35.420 -4.671 1.63 -0.75 1.46
O -9.950 35.634 -7.333 -1.18 -0.47 0.44
O -19.115 24.627 -2.428 -2.45 0.73 -0.23
O -0.336 32.439 -2.286 -2.14 -0.53 -1.84
O -12.458 15.494 -8.911 -1.54 2.53 0.98
O -14.478 28.675 2.356 -2.64 -0.99 0.41
O 0.461 18.111 -1.306 -0.29 1.07 0.47
O -7.695 25.807 -1.011 0.02 -3.20 -3.48
O -0.971 30.054 -2.499 -0.07 -0.27 0.27
O -9.850 13.764 -4.237 -0.59 -0.85 0.67
O -7.265 27.077 -12.718 -2.35 -1.14 2.09
O -12.189 17.830 -7.947 -0.07 -2.54 -0.11
C -17.399 37.965 -5.065 2.06 0.06 -1.97
C 0.956 31.934 -1.956 0.05 -0.65 2.33
C -14.385 16.631 -7.254 0.43 -0.12 -1.34
C 5.337 27.208 -4.009 -0.66 1.36 -0.15
C 0.874 16.809 1.206 2.03 -2.58 0.63
C -17.481 23.006 -2.766 0.17 0.76 -1.78
C 1.412 16.596 2.627 0.43 -0.01 0.95
C -7.600 29.964 -9.760 -1.69 -0.23 0.22
C -17.334 37.517 -3.670 -1.35 -0.03 0.41
C -1.896 17.912 0.048 0.47 0.78 0.64
C -8.839 11.741 -1.202 -0.75 -1.54 -0.24
C 1.839 33.129 -1.628 -0.68 -0.55 -0.01
C -8.181 10.382 -1.311 0.55 0.13 0.69
C -17.072 33.669 -4.700 -0.01 1.80 -0.85
C -7.287 25.392 -10.619 0.42 0.39 -0.29
C -1.153 31.536 -4.732 -0.87 -0.37 0.98
C -12.191 37.515 -9.266 0.60 0.84 -0.32
C -21.547 23.900 -1.727 -0.44 0.94 -0.66
C 5.669 28.697 -4.233 0.72 -0.51 0.54
C -6.884 28.656 4.674 -0.92 2.02 0.07
C -8.398 15.017 -2.511 -0.36 -1.29 -0.12
C -12.756 36.422 -8.395 0.55 0.82 -1.05
C -12.352 19.210 -8.133 0.31 1.56 -0.35
C -9.336 28.619 6.764 0.25 0.27 0.48
C -14.953 30.661 4.241 1.10 0.09 -0.17
C -9.915 27.445 5.991 0.65 0.31 0.17
C -9.384 18.647 3.238 -0.33 1.13 -1.30
C -18.853 23.480 -3.263 1.41 -0.72 -0.23
C -15.296 31.369 5.485 -1.05 1.28 1.71
C -10.750 36.353 -4.868 -1.06 -0.34 -1.10
C -17.126 29.477 2.011 0.97 -1.27 0.11
C 3.170 26.144 -1.915 -0.56 0.00 -1.87
C -10.396 27.086 -2.866 -0.33 0.23 0.01
C -10.770 18.750 2.587 0.05 -0.94 0.55
C -6.284 25.481 -3.437 -0.29 -0.42 1.47
C -9.266 26.541 -3.686 0.08 0.75 -0.16
C -7.254 28.600 -10.264 2.65 1.90 -1.38
C -11.889 20.013 -6.887 -0.67 -1.41 0.70
C -8.620 16.106 5.133 0.56 0.78 -1.20
H -14.848 15.646 -7.309 0.29 -0.01 0.42
H 0.642 16.626 3.398 -0.28 0.07 -0.22
H -10.476 37.396 -5.027 0.05 -0.24 -0.17
H -7.505 28.591 3.780 0.05 -0.52 0.10
H -6.587 25.301 -4.469 -0.36 -0.09 0.35
H -10.973 27.485 5.733 -0.02 0.19 0.52
H -2.162 18.096 1.089 0.35 0.16 0.12
H -7.154 10.482 -1.665 0.02 -0.30 0.12
H -17.060 22.207 -3.376 -0.63 -0.85 0.46
H -17.734 38.974 -5.306 -0.75 -0.31 0.32
H -8.421 12.454 -0.491 0.40 -0.08 -0.25
H -6.667 30.508 -9.612 -0.29 0.12 0.20
H -21.444 22.913 -2.179 0.43 0.23 0.06
H -17.301 29.041 1.028 0.19 -0.20 0.11
H -8.207 29.829 -8.865 0.36 0.45 0.46
H 1.259 33.908 -1.132 -0.17 0.04 -0.30
H 1.698 16.664 0.507 -0.05 -0.17 -0.23
H -18.057 29.461 2.577 0.31 0.05 0.17
H -16.670 34.143 -5.595 -0.35 0.94 -0.06
H -12.394 20.973 -6.778 0.50 0.18 -0.48
H -1.920 30.872 -5.129 -0.14 0.04 0.03
H -8.233 9.938 -0.317 0.48 -0.03 0.14
H -16.362 38.002 -5.399 0.39 0.07 -0.21
H 2.341 25.693 -1.369 0.08 -0.33 -0.46
H -17.773 37.132 -5.660 -0.83 0.66 -0.17
H -16.108 33.364 -4.293 -0.76 -0.59 0.99
H -1.833 16.829 -0.057 0.35 0.22 -0.42
H -7.958 15.956 5.986 -0.15 -0.54 -0.24
H 0.096 16.079 0.980 -0.24 0.06 -0.06
H -12.170 19.493 -5.972 -0.69 -0.36 0.00
H -13.379 19.401 -8.446 -0.09 0.32 0.34
H 6.753 28.772 -4.314 0.12 0.04 -0.06
H -8.103 14.923 -1.466 0.17 0.34 -0.18
H -17.757 32.980 -5.195 -0.05 -0.51 1.07
H -6.121 26.539 -3.234 -0.22 -0.09 -0.01
H -11.209 19.739 2.460 0.49 0.22 0.49
H -8.784 15.997 -2.792 -0.87 -0.28 0.51
H 5.259 29.084 -5.165 -0.19 -0.20 0.12
H -5.873 28.923 4.365 -0.01 -0.12 0.26
H 5.405 29.334 -3.389 -0.37 -0.07 -0.11
H -11.456 18.147 3.182 -0.31 -0.14 -0.44
H -12.751 38.448 -9.210 -0.13 -0.06 -0.03
H 2.950 27.201 -2.063 0.14 0.01 0.38
H -8.480 27.296 -3.688 0.67 -0.36 0.48
H -8.381 28.423 7.253 0.08 -0.61 -0.08
H -8.274 30.467 -10.454 0.30 0.24 -0.18
H -9.329 16.901 5.361 -0.18 -0.33 0.03
H -6.747 28.809 -11.206 0.46 -0.38 -0.05
H -9.031 15.269 4.569 -0.36 -0.36 1.01
H -10.718 28.026 -3.315 0.11 0.19 0.02
H -16.703 30.472 1.872 -0.05 -0.11 0.26
H -16.334 31.680 5.602 -0.29 0.35 -1.00
H -2.742 18.331 -0.497 0.57 0.09 -0.58
H -18.824 23.791 -4.307 0.30 0.16 0.10
H -13.897 30.391 4.276 0.02 -0.30 -0.13
H 2.245 33.486 -2.575 0.48 0.29 0.44
H -11.723 36.281 -4.381 0.22 0.10 0.33
H -13.837 36.540 -8.476 -0.07 -0.61 0.72
H 5.953 26.629 -4.697 -0.34 -0.44 0.24
H -10.661 18.369 1.571 -0.19 -0.29 0.09
H -21.228 23.957 -0.686 0.01 0.00 -0.21
H -6.504 28.246 -9.557 -0.30 -1.15 0.04
H 0.726 31.330 -1.079 0.53 0.12 0.47
H -7.582 14.936 -3.229 0.18 -0.74 0.30
H -18.356 37.576 -3.297 0.20 0.00 0.81
H -19.588 22.674 -3.284 -0.44 0.24 0.82
H -9.407 27.454 5.027 0.19 -0.52 0.08
H -11.729 19.498 -8.979 -0.01 0.09 -0.11
H -6.934 27.817 5.368 -0.01 0.15 -0.22
H -13.774 16.883 -6.388 -0.26 -0.54 0.02
H -10.817 19.998 -6.694 0.15 0.63 -0.87
H -14.694 32.271 5.600 0.14 -0.11 0.13
H -15.170 17.373 -7.403 0.25 0.12 -0.15
H -17.401 22.881 -1.686 0.05 -0.05 -0.30
H -12.149 37.173 -10.300 -0.20 0.13 -0.09
H -9.522 26.523 -4.745 -0.22 -0.67 -0.03
H -7.197 24.450 -11.161 -0.59 0.02 0.07
H 2.006 15.712 2.856 -0.38 -0.59 -0.78
H -22.598 24.164 -1.845 -0.03 0.11 0.27
H 2.141 17.349 2.927 -0.22 0.57 -0.44
H -9.840 11.486 -0.855 -0.30 0.74 -0.28
H 4.116 25.968 -1.401 -0.04 -0.10 -0.44
H -11.281 26.450 -2.891 0.18 -0.21 0.28
H -15.296 30.786 6.406 1.10 -0.49 -0.17
H -11.167 37.769 -8.992 0.07 -0.23 0.09
H 5.386 26.888 -2.968 1.00 0.09 -0.10
H -5.347 24.955 -3.249 -0.19 -0.12 0.24
H -9.984 35.783 -4.342 -0.12 -0.02 -0.24
H -16.830 23.770 -3.190 0.38 0.58 1.04
H -0.216 31.181 -5.161 0.21 0.39 0.58
H 1.441 31.180 -2.576 -0.39 0.48 -1.05
H -15.059 31.294 3.360 -0.37 -0.04 -0.15
H 2.543 32.815 -0.857 0.57 0.04 -0.54
H -16.606 38.081 -3.085 -0.24 -0.29 0.27
H -8.729 9.673 -1.931 -0.08 0.44 -0.33
H -10.044 27.296 -1.856 -0.30 -0.17 0.07
H -7.801 25.337 -9.659 -0.12 -0.28 -0.26
H -9.950 28.989 7.585 -0.35 0.01 -0.20
H -9.323 18.826 4.311 -0.23 -0.50 0.01
H -6.252 25.693 -10.458 -0.12 0.49 -0.02
H -8.857 19.489 2.789 0.89 -0.45 0.02
H -9.657 26.577 6.597 -0.33 -0.40 -0.44
H -12.420 35.520 -8.905 -0.16 -0.58 0.91
H -1.447 32.560 -4.964 0.37 -0.08 -0.08
```
Positions in Å, forces in eV/Å.

Properties
Relative energy (zero: lowest compared OMol25 entry of this formula, charge and spin) ... 1177.14 kJ/mol
Kohn-Sham gap ... 10.9 eV